Entry 1:
Computed, not measured: the ion C15H27BBr2F4N2O6P with charge +1, with ωB97M-V/def2-TZVPD.

Computed properties:
Lowest unoccupied orbital energy   -3.1 eV
HOMO level   -11.7223 eV
Net charge   +1
E   -192170.0588 eV
SMILES   COB(O)[C@@H]1[C@@H](P(N)O)O[C@@](CC[C@@](F)(Br)C(F)(F)Br)(CC(=O)O)[C@@H](CCCF)[N@@H+]1C
HOMO-LUMO gap   8.616 eV

Structure (XYZ):
```
58
Properties=species:S:1:pos:R:3:lowdin_charge:R:1
C 0.209 1.989 -4.053 -0.0600
O -0.724 1.479 -3.037 -0.0778
B -0.660 0.057 -2.957 -0.5104
O -0.954 -0.651 -4.189 0.1308
C -0.281 -0.796 -1.588 -0.1376
C -1.284 -0.358 -0.434 -0.3669
P -2.681 -1.695 -0.295 0.9503
N -2.907 -2.049 1.438 -0.1691
O -4.146 -1.078 -0.964 -0.3156
O -0.816 -0.129 0.892 -0.1461
C 0.583 0.220 1.019 -0.3257
C 0.689 1.709 0.345 -0.0848
C -0.226 2.790 1.148 -0.1571
C -0.749 3.980 0.237 -0.6865
F 0.259 4.673 -0.479 -0.0339
Br -2.286 3.431 -0.939 0.8581
C -1.400 5.073 1.252 -0.7838
F -2.218 6.012 0.566 -0.0398
F -2.292 4.402 2.158 -0.0465
Br -0.078 6.029 2.356 0.8195
C 1.039 0.549 2.507 0.0051
C 1.751 -0.528 3.388 -0.3896
O 1.114 -1.118 4.297 0.0650
O 3.101 -0.955 3.216 0.0372
C 1.384 -0.924 0.236 -0.1287
C 1.172 -2.343 0.920 -0.1188
C 0.761 -3.621 0.116 -0.1661
C 0.035 -4.653 1.141 -0.1560
F 0.647 -4.629 2.434 -0.0766
N 1.172 -0.896 -1.273 -0.0628
C 2.124 -0.010 -2.019 0.0073
H 0.825 1.166 -4.549 0.0962
H 0.947 2.701 -3.548 0.1070
H -0.326 2.557 -4.888 0.1213
H -0.988 -1.615 -3.983 0.1104
H -0.634 -1.860 -1.887 0.1075
H -1.843 0.592 -0.792 0.0908
H -3.462 -1.317 1.902 0.0428
H -3.384 -2.966 1.517 0.0445
H -4.663 -0.777 -0.181 0.0506
H 1.809 1.972 0.397 0.1436
H 0.350 1.758 -0.732 0.0888
H -1.079 2.272 1.695 0.1326
H 0.482 3.235 1.940 0.1058
H 0.083 0.861 3.071 0.1636
H 1.705 1.490 2.563 0.1495
H 3.219 -1.721 3.835 0.1400
H 2.498 -0.651 0.372 0.1689
H 2.139 -2.586 1.499 0.1365
H 0.395 -2.200 1.765 0.1354
H 0.057 -3.530 -0.766 0.0946
H 1.715 -4.176 -0.224 0.1278
H -1.054 -4.282 1.203 0.1072
H 0.039 -5.719 0.716 0.1346
H 1.483 -1.823 -1.642 0.1856
H 3.192 -0.133 -1.597 0.1382
H 2.252 -0.305 -3.127 0.1409
H 1.912 1.097 -2.000 0.1021
```



Entry 2:
Computed, not measured: a structure of composition C27H35BF4N4P2Re, with ωB97M-V/def2-TZVPD.

Computed properties:
Multiplicity   4
Lowest unoccupied orbital energy (spin up / spin down)   -6.9 / -9.2 eV
HOMO level (spin up / spin down)   -13.3138 / -13.3102 eV
Net charge   +2
E   -66761.7720 eV
HOMO-LUMO gap (spin up / spin down)   6.397 / 4.152 eV

Structure (XYZ):
```
74
Properties=species:S:1:pos:R:3:lowdin_charge:R:1
Re 0.168 1.146 -0.142 1.0062
C -1.687 1.456 -2.702 -0.1261
C -1.306 0.156 -2.653 -0.1793
C -0.263 -0.463 -3.541 -0.1650
C 1.014 0.393 -3.655 -0.1649
C 1.467 1.018 -2.378 -0.1480
C 1.004 2.229 -1.779 -0.3708
C 0.096 3.243 -2.488 -0.1756
C -1.020 2.631 -3.326 -0.1654
C 0.162 0.750 1.980 -0.3405
H -2.776 1.595 -2.631 0.1178
H -2.094 -0.564 -2.372 0.0955
H -0.679 -0.603 -4.560 0.1478
H -0.040 -1.478 -3.183 0.0810
H 1.806 -0.293 -4.012 0.1269
H 0.875 1.136 -4.459 0.1245
H 2.499 0.738 -2.129 0.0688
H 1.813 2.762 -1.262 0.1064
H 0.736 3.857 -3.130 0.1281
H -0.318 3.920 -1.733 0.1057
H -1.793 3.401 -3.456 0.1285
H -0.659 2.403 -4.339 0.1221
H -0.708 1.287 2.380 0.0218
H 1.068 1.235 2.376 0.0080
H 0.146 -0.273 2.380 -0.0109
P 1.603 -0.688 0.097 1.0270
P -1.438 -0.521 0.117 1.0764
N 3.421 0.071 -0.169 -0.1583
N 2.406 -1.644 1.467 -0.2101
N -3.134 0.643 -0.142 -0.1001
N -2.534 -1.451 1.386 -0.2134
C 0.801 -2.084 -0.789 -0.3340
C -0.744 -2.077 -0.579 -0.3416
C 3.707 1.317 0.372 -0.0605
C 4.874 1.819 -0.204 0.0193
C 5.367 0.809 -1.083 0.0333
C 4.454 -0.256 -1.032 -0.0104
C 3.167 -1.006 2.448 -0.1515
C 4.038 -1.932 3.002 -0.0450
C 3.797 -3.184 2.363 -0.0489
C 2.795 -2.981 1.429 -0.1250
C -3.029 1.984 -0.432 -0.1088
C -4.293 2.541 -0.653 0.0108
C -5.228 1.513 -0.401 0.0268
C -4.485 0.348 -0.130 -0.0015
C -3.458 -2.408 0.975 -0.2050
C -4.168 -2.879 2.086 -0.0595
C -3.659 -2.181 3.221 -0.0483
C -2.668 -1.310 2.753 -0.1235
H 1.202 -3.061 -0.496 0.0655
H 1.087 -1.946 -1.843 0.0667
H -1.239 -2.306 -1.526 0.0826
H -1.018 -2.886 0.112 0.0952
H 3.072 1.756 1.132 0.1214
H 5.280 2.807 -0.017 0.1306
H 6.264 0.873 -1.686 0.1296
H 4.465 -1.220 -1.530 0.1466
H 3.031 0.048 2.650 0.0914
H 4.803 -1.706 3.724 0.1093
H 4.316 -4.111 2.527 0.1094
H 2.315 -3.695 0.777 0.0948
H -2.094 2.542 -0.429 0.0908
H -4.477 3.561 -0.962 0.1308
H -6.307 1.591 -0.396 0.1284
H -4.872 -0.637 0.074 0.1187
H -3.550 -2.682 -0.071 0.1111
H -4.959 -3.623 2.043 0.1115
H -3.978 -2.294 4.253 0.1120
H -2.032 -0.632 3.307 0.0735
F -0.216 2.986 0.447 -0.4874
B -0.546 -0.373 5.664 -0.7253
F 0.299 0.038 6.623 0.2539
F -1.651 0.348 5.370 0.2249
F -0.294 -1.503 4.966 0.2231
```



Entry 3:
Computed, not measured: a cluster of 3 separate species, C3H6N2O in total, with ωB97M-V/def2-TZVPD.

Computed properties:
Lowest unoccupied orbital energy   -0.1 eV
HOMO level   -9.7537 eV
Net charge   0
E   -8232.9398 eV
HOMO-LUMO gap   9.629 eV

Structure (XYZ):
```
12
Properties=species:S:1:pos:R:3:lowdin_charge:R:1
C -1.092 -0.466 0.107 -0.1303
C -0.304 0.753 0.564 -0.2924
N 0.177 -1.127 -0.226 -0.0455
C 0.999 -0.006 0.309 -0.4385
N -0.656 1.872 0.986 0.1892
O 2.108 0.008 0.751 0.1225
H 0.123 2.465 1.271 0.0760
H 0.352 -2.118 -0.134 0.1320
H 0.757 -0.490 -1.782 0.0810
H 0.933 0.348 -1.992 0.0759
H -1.663 -0.944 0.904 0.1186
H -1.735 -0.295 -0.757 0.1116
```



Entry 4:
Computed, not measured: the ion C2H6N3S with charge +1, with ωB97M-V/def2-TZVPD.

Computed properties:
Lowest unoccupied orbital energy (spin up / spin down)   -7.3 / -6.4 eV
HOMO level (spin up / spin down)   -14.1349 / -13.7481 eV
Net charge   +1
E   -17465.4230 eV
SMILES   [H]/N=C(/C[S-])[NH+]=[NH2+]
HOMO-LUMO gap (spin up / spin down)   6.864 / 7.318 eV

Structure (XYZ):
```
12
Properties=species:S:1:pos:R:3:lowdin_charge:R:1
C 0.178 0.783 0.122 -0.4014
C -1.219 0.740 -0.468 -0.5059
N 0.641 1.881 0.479 0.2310
N 0.967 -0.489 0.006 0.0932
N 0.552 -1.720 0.517 0.1657
S -2.381 -0.428 0.305 0.7610
H -1.659 1.654 -0.459 0.0384
H -1.135 0.487 -1.479 0.0709
H 1.501 2.093 1.003 0.1135
H 1.662 -0.609 -0.769 0.1939
H 1.343 -2.392 0.337 0.1658
H -0.449 -2.000 0.407 0.0739
```



Entry 5:
Computed, not measured: a cluster of 11 separate species, C19H53BrF3IN21O13 in total, with ωB97M-V/def2-TZVPD.

Computed properties:
Lowest unoccupied orbital energy   -3.0 eV
HOMO level   -10.9326 eV
Net charge   +1
E   -164774.0884 eV
HOMO-LUMO gap   7.911 eV

Structure (XYZ):
```
111
Properties=species:S:1:pos:R:3:lowdin_charge:R:1
O 0.056 -6.413 0.052 0.0719
C -0.823 -6.029 -0.575 -0.8143
Br -1.529 -7.207 -1.958 0.7671
C -1.407 -4.654 -0.273 -0.1061
C -2.116 -3.945 -1.471 -0.3714
O -3.504 -3.853 -1.173 -0.0683
C -3.929 -2.565 -0.766 -0.2865
C -5.147 -2.711 0.192 -0.0335
C -5.744 -4.131 0.238 -0.2544
O -6.607 -4.173 1.376 -0.0018
C -6.665 -4.447 -0.958 -0.6251
F -6.941 -5.749 -0.922 0.1600
F -7.835 -3.841 -0.777 0.1557
F -6.144 -4.136 -2.122 0.1923
C -2.864 -1.742 -0.016 -0.0563
N -1.580 -1.559 -0.774 0.0251
C -1.472 -2.596 -1.852 -0.6206
I 0.539 -2.876 -2.599 0.9742
H -0.584 -4.033 0.115 0.1057
H -2.144 -4.725 0.543 0.1160
H -2.039 -4.565 -2.377 0.1011
H -4.273 -1.978 -1.637 0.1591
H -4.860 -2.435 1.216 0.1305
H -5.958 -2.030 -0.105 0.1406
H -5.005 -4.919 0.409 0.1190
H -6.127 -4.617 2.088 0.0986
H -2.603 -2.185 0.956 0.1424
H -3.256 -0.743 0.208 0.1541
H -1.513 -0.617 -1.166 0.1793
H -0.754 -1.632 -0.128 0.0750
H -2.032 -2.205 -2.710 0.1028
C -3.856 -6.967 2.084 -0.6445
O -3.709 -5.794 1.737 -0.0117
N -4.115 -7.315 3.369 0.1702
N -3.770 -7.997 1.207 0.1814
H -4.239 -8.262 3.674 0.1063
H -4.184 -6.573 4.043 0.1108
H -3.579 -7.771 0.246 0.0718
H -3.886 -8.959 1.466 0.1090
C 0.503 -0.044 1.389 -0.6365
O -0.238 -1.049 1.319 -0.0472
N 1.480 0.168 0.499 0.1929
N 0.367 0.892 2.350 0.1974
H 2.100 0.967 0.511 0.0724
H 1.561 -0.536 -0.205 0.0737
H -0.361 0.756 3.029 0.1130
H 0.953 1.708 2.414 0.1066
C 2.105 3.755 -0.740 -0.6675
O 2.394 2.790 -0.026 -0.0327
N 1.555 4.879 -0.237 0.1844
N 2.328 3.762 -2.076 0.1665
H 1.315 5.677 -0.796 0.1076
H 1.397 4.907 0.763 0.0523
H 2.750 2.945 -2.476 0.0991
H 2.103 4.543 -2.671 0.0651
C -12.107 -5.406 -1.165 -0.6936
O -13.153 -6.008 -1.019 0.0299
N -11.319 -5.035 -0.112 0.1489
N -11.628 -5.049 -2.394 0.1447
H -10.453 -4.538 -0.211 0.0777
H -11.638 -5.280 0.807 0.1025
H -12.181 -5.305 -3.192 0.1026
H -10.769 -4.553 -2.535 0.0855
C 4.081 6.957 -3.519 -0.6616
O 3.046 6.299 -3.484 -0.0160
N 4.723 7.323 -2.381 0.1707
N 4.651 7.362 -4.684 0.1727
H 5.571 7.859 -2.364 0.1029
H 4.315 7.039 -1.507 0.0905
H 4.188 7.104 -5.540 0.0988
H 5.495 7.901 -4.731 0.1021
C 6.158 6.061 0.894 -0.6869
O 5.977 7.228 0.574 0.0038
N 6.263 5.666 2.191 0.1485
N 6.268 5.058 -0.026 0.1572
H 6.410 4.717 2.483 0.0503
H 6.188 6.380 2.892 0.1034
H 6.195 5.313 -0.995 0.0860
H 6.416 4.096 0.215 0.0963
C 6.834 3.627 5.305 -0.6574
O 6.281 3.961 4.264 -0.0039
N 6.179 2.969 6.301 0.1586
N 8.145 3.888 5.549 0.1673
H 6.612 2.687 7.160 0.1013
H 5.210 2.758 6.152 0.0993
H 8.657 4.373 4.834 0.1130
H 8.617 3.624 6.393 0.1026
C 1.688 4.871 3.599 -0.6656
O 1.058 5.234 2.615 0.0069
N 1.101 4.196 4.631 0.1507
N 3.017 5.107 3.739 0.1810
H 1.595 3.890 5.448 0.0926
H 0.117 4.010 4.557 0.1015
H 3.479 5.600 2.994 0.1013
H 3.555 4.818 4.535 0.0851
C 3.868 -3.290 0.664 -0.6920
O 5.034 -2.958 0.576 0.0367
N 3.396 -4.465 0.155 0.1541
N 2.927 -2.514 1.282 0.1500
H 2.437 -4.756 0.219 0.0705
H 4.057 -5.065 -0.306 0.1081
H 3.238 -1.642 1.670 0.0980
H 1.960 -2.768 1.370 0.0758
C 2.678 4.681 -7.354 -0.6913
O 2.476 5.844 -7.650 0.0259
N 2.826 4.273 -6.060 0.1530
N 2.775 3.691 -8.290 0.1451
H 2.997 3.324 -5.790 0.0870
H 2.760 4.984 -5.347 0.0633
H 2.672 3.959 -9.252 0.1040
H 2.943 2.728 -8.069 0.0884
```



Entry 6:
Computed, not measured: a cluster of 2 separate species, BrF2NS in total, with ωB97M-V/def2-TZVPD.

Computed properties:
Multiplicity   3
Lowest unoccupied orbital energy (spin up / spin down)   0.1 / -4.2 eV
HOMO level (spin up / spin down)   -11.2882 / -11.4374 eV
Net charge   0
E   -87798.0043 eV
HOMO-LUMO gap (spin up / spin down)   11.405 / 7.208 eV

Structure (XYZ):
```
5
Properties=species:S:1:pos:R:3:lowdin_charge:R:1
N 1.102 1.605 0.441 -0.2450
F 0.993 -0.965 -0.406 -0.4235
F -0.799 0.818 -1.212 -0.3525
S 0.175 0.512 0.155 0.8241
Br -1.471 -1.970 1.023 0.1969
```



What did the fourth record say?
Computed, not measured: the ion C2H6N3S with charge +1, with ωB97M-V/def2-TZVPD.

Computed properties:
Lowest unoccupied orbital energy (spin up / spin down)   -7.3 / -6.4 eV
HOMO level (spin up / spin down)   -14.1349 / -13.7481 eV
Net charge   +1
E   -17465.4230 eV
SMILES   [H]/N=C(/C[S-])[NH+]=[NH2+]
HOMO-LUMO gap (spin up / spin down)   6.864 / 7.318 eV

Structure (XYZ):
```
12
Properties=species:S:1:pos:R:3:lowdin_charge:R:1
C 0.178 0.783 0.122 -0.4014
C -1.219 0.740 -0.468 -0.5059
N 0.641 1.881 0.479 0.2310
N 0.967 -0.489 0.006 0.0932
N 0.552 -1.720 0.517 0.1657
S -2.381 -0.428 0.305 0.7610
H -1.659 1.654 -0.459 0.0384
H -1.135 0.487 -1.479 0.0709
H 1.501 2.093 1.003 0.1135
H 1.662 -0.609 -0.769 0.1939
H 1.343 -2.392 0.337 0.1658
H -0.449 -2.000 0.407 0.0739
```



Q: What is the formula in the sixth record?
A: BrF2NS



Q: The highest net charge belongs to which entry?
A: C27H35BF4N4P2Re